Entry 1:
This record from the OMol25 dataset describes a 2-piece molecular cluster, C9H14O overall. The level of theory is wB97M-V/def2-TZVPD.

Geometry as ORCA input:
```
! wB97M-V def2-TZVPD RIJCOSX def2/J DEFGRID3
* xyz 0 1
C -2.5048 -1.8219 1.2369
C -1.0567 -1.5032 1.4662
C -0.4646 -0.7537 0.4291
C 0.8695 -0.4552 0.3780
C 1.6134 -0.6712 1.5560
O 2.9058 -0.2296 1.6091
C 0.9818 -1.1928 2.6839
C -0.3908 -1.5274 2.6695
H -3.2328 -1.2693 1.8850
H -2.7716 -2.8541 1.4786
H -2.9437 -1.5598 0.2885
H -1.0928 -0.3118 -0.3523
H 1.3710 -0.0102 -0.4715
H 3.1162 0.3639 2.3342
H 1.6237 -1.4890 3.5245
H -0.8855 -1.7879 3.5922
C 0.3783 1.7455 -3.7034
C 0.5092 2.5713 -2.4342
H 0.7482 0.7446 -3.6220
H -0.6869 1.5561 -3.8234
H 0.6744 2.2433 -4.6321
H 0.0517 3.5569 -2.6297
H 1.3678 2.5224 -1.7681
H -0.1805 2.1330 -1.6952
*
```

- structure (SMILES) = Cc1ccc(O)cc1.CC
- LUMO energy (eV) = 0.8
- HOMO energy (eV) = -8.492
- HOMO-LUMO gap (eV) = 9.29



Entry 2:
This record from the OMol25 dataset describes a 2-piece molecular cluster, C9H14O overall. The level of theory is wB97M-V/def2-TZVPD.

Geometry as ORCA input:
```
! wB97M-V def2-TZVPD RIJCOSX def2/J DEFGRID3
* xyz 0 1
C -2.3292 0.5029 2.6075
C -0.9839 0.4629 1.9484
C -0.4340 1.6625 1.3891
C 0.6923 1.6070 0.5632
C 1.3064 0.3814 0.2224
O 2.4569 0.5703 -0.5484
C 0.7447 -0.8522 0.6783
C -0.3453 -0.7160 1.5154
H -2.3517 -0.1284 3.4925
H -2.9203 0.0344 1.8456
H -2.7966 1.4177 2.8781
H -0.9081 2.5239 1.6298
H 0.9916 2.5404 0.0646
H 3.1160 1.0498 -0.0844
H 1.1330 -1.8395 0.3734
H -0.7400 -1.7049 1.7675
C 0.8927 -1.5114 -2.8011
C -0.0718 -0.3994 -2.3233
H 1.7094 -1.1782 -3.3106
H 1.3406 -2.0169 -1.8961
H 0.3120 -2.2554 -3.3708
H -0.5746 -0.6538 -1.4255
H -0.7437 -0.0317 -3.1104
H 0.5037 0.5343 -2.1050
*
```

- structure (SMILES) = Cc1ccc(O)cc1.CC
- LUMO energy (eV) = 0.9
- HOMO energy (eV) = -8.515
- HOMO-LUMO gap (eV) = 9.43



Entry 3:
This record from the OMol25 dataset describes a 2-piece molecular cluster, C9H14O overall. The level of theory is wB97M-V/def2-TZVPD.

Geometry as ORCA input:
```
! wB97M-V def2-TZVPD RIJCOSX def2/J DEFGRID3
* xyz 0 1
C -1.6550 -2.8146 -2.0588
C -0.9331 -1.5448 -1.6916
C -1.5906 -0.4214 -1.2373
C -0.8915 0.6866 -0.7330
C 0.4673 0.5461 -0.5852
O 1.2335 1.5858 -0.0357
C 1.1712 -0.5575 -1.1036
C 0.4704 -1.5015 -1.8138
H -1.8981 -2.8800 -3.1146
H -2.6265 -2.8061 -1.5522
H -1.1581 -3.6975 -1.6845
H -2.6432 -0.5753 -1.0168
H -1.3397 1.6253 -0.4380
H 1.3695 1.2911 0.8718
H 2.2403 -0.4609 -0.9756
H 0.9911 -2.2527 -2.3977
C 0.0082 1.8911 3.8100
C 1.4023 1.3764 3.4231
H -0.0537 2.7813 4.4336
H -0.5825 2.1119 2.9228
H -0.6035 1.1388 4.3155
H 1.3911 0.2938 3.5435
H 1.6432 1.8161 2.4691
H 2.1441 1.6700 4.1633
*
```

- structure (SMILES) = Cc1ccc(O)cc1.CC
- LUMO energy (eV) = 0.9
- HOMO energy (eV) = -8.746
- HOMO-LUMO gap (eV) = 9.69



Entry 4:
This record from the OMol25 dataset describes a 2-piece molecular cluster, C9H14O overall. The level of theory is wB97M-V/def2-TZVPD.

Geometry as ORCA input:
```
! wB97M-V def2-TZVPD RIJCOSX def2/J DEFGRID3
* xyz 0 1
C -1.1405 -0.0009 -2.6989
C -0.1879 0.2452 -1.5532
C -0.5722 1.1922 -0.5642
C 0.1957 1.4587 0.5571
C 1.3863 0.7148 0.6668
O 2.2571 1.0392 1.6718
C 1.8110 -0.1755 -0.2585
C 1.0414 -0.3768 -1.4358
H -0.7622 0.2774 -3.6893
H -2.1657 0.3180 -2.5076
H -1.2236 -1.1032 -2.7682
H -1.5618 1.5903 -0.7428
H -0.2352 2.2080 1.2088
H 2.4730 1.9450 1.8300
H 2.7718 -0.6507 -0.3227
H 1.4765 -1.0169 -2.1934
C -2.1418 -1.8668 0.8209
C -1.6518 -1.4615 2.2550
H -3.0849 -1.4746 0.4953
H -1.2898 -1.5200 0.2504
H -2.1469 -2.9571 0.6937
H -1.5701 -2.2696 3.0091
H -2.2704 -0.6309 2.6089
H -0.5931 -1.1980 2.1346
*
```

- structure (SMILES) = Cc1ccc(O)cc1.CC
- LUMO energy (eV) = 0.9
- HOMO energy (eV) = -8.532
- HOMO-LUMO gap (eV) = 9.42



Entry 5:
This record from the OMol25 dataset describes the molecule C9H14O. The level of theory is wB97M-V/def2-TZVPD.

Geometry as ORCA input:
```
! wB97M-V def2-TZVPD RIJCOSX def2/J DEFGRID3
* xyz 0 1
C 0.8464 1.9556 -0.8610
C 1.5761 1.0979 0.2907
C 2.0773 -0.4063 0.0234
C 1.1296 -1.6813 0.1363
C -0.3233 -1.8981 -0.5225
C -1.3123 -0.8157 -0.0507
C -1.5243 -0.1475 1.1065
C -2.5574 0.7956 0.8241
C -3.0042 0.4736 -0.4919
O -2.2939 -0.6103 -0.8607
H -0.2587 1.7796 -0.8829
H 0.9142 3.0170 -0.5810
H 1.3465 1.8172 -1.8245
H 1.0501 1.1723 1.2946
H 2.6901 1.6163 0.4128
H 2.8149 -0.6212 0.7700
H 2.6963 -0.3883 -0.8266
H 1.7531 -2.5676 -0.2264
H 0.9081 -1.8522 1.2277
H -0.3234 -2.0218 -1.5540
H -0.7677 -2.7730 -0.0142
H -0.9036 -0.2327 2.0555
H -2.6935 1.5403 1.5367
H -3.8402 0.7507 -0.9818
*
```

- structure (SMILES) = CCCCCc1ccco1
- LUMO energy (eV) = 1.0
- HOMO energy (eV) = -8.249
- HOMO-LUMO gap (eV) = 9.28



Entry 6:
This record from the OMol25 dataset describes a 2-piece molecular cluster, C9H14O overall. The level of theory is wB97M-V/def2-TZVPD.

Geometry as ORCA input:
```
! wB97M-V def2-TZVPD RIJCOSX def2/J DEFGRID3
* xyz 0 1
C 0.5036 -1.2605 2.9955
C 0.7900 -0.8746 1.5668
C -0.2292 -0.3483 0.7823
C 0.0134 0.0983 -0.5083
C 1.2859 -0.0668 -1.0690
O 1.5483 0.5073 -2.2932
C 2.3091 -0.5134 -0.2613
C 2.0270 -1.1026 0.9736
H 1.3377 -1.6991 3.5400
H -0.2360 -2.0752 2.9875
H 0.0674 -0.4478 3.5650
H -1.2262 -0.1621 1.1666
H -0.8119 0.3923 -1.1418
H 1.1552 1.3787 -2.3553
H 3.3439 -0.5305 -0.5658
H 2.7298 -1.7850 1.4233
C -3.1993 0.8342 -1.4591
C -3.2926 1.9499 -0.3767
H -4.1263 0.7572 -2.0268
H -2.3718 1.1360 -2.0962
H -3.1000 -0.1474 -1.0040
H -2.5109 2.6922 -0.4876
H -4.3158 2.2998 -0.4298
H -3.0184 1.5650 0.6085
*
```

- structure (SMILES) = Cc1ccc(O)cc1.CC
- LUMO energy (eV) = 0.8
- HOMO energy (eV) = -8.583
- HOMO-LUMO gap (eV) = 9.37



Entry 7:
This record from the OMol25 dataset describes a 2-piece molecular cluster, C9H14O overall. The level of theory is wB97M-V/def2-TZVPD.

Geometry as ORCA input:
```
! wB97M-V def2-TZVPD RIJCOSX def2/J DEFGRID3
* xyz 1 2
C -2.3232 2.1175 -0.5007
C 0.8101 1.2178 1.3792
C -0.4547 1.6251 1.1017
C 1.5911 0.7319 0.2881
C -0.9625 1.5963 -0.2321
C 1.0745 0.5752 -1.0293
C -0.1679 1.0734 -1.2862
O 2.8959 0.5870 0.3866
H 1.1795 1.1297 2.3872
H -1.1074 1.9943 1.8858
H 3.2385 0.4213 1.2938
H 1.7433 0.2756 -1.8233
H -2.8054 1.5709 -1.3100
H -2.2768 3.1702 -0.8047
H -0.6339 0.9878 -2.2549
H -2.9598 2.0484 0.3766
C 0.7798 -2.9683 0.2919
C -0.5085 -2.3095 -0.2349
H 1.6023 -2.6766 -0.3595
H 1.0018 -2.6297 1.3036
H 0.7734 -4.0608 0.2954
H -0.7754 -1.4520 0.3881
H -1.3494 -3.0106 -0.2681
H -0.3653 -2.0150 -1.2739
*
```

- LUMO energy (alpha / beta) (eV) = -3.8 / -7.4
- HOMO energy (alpha / beta) (eV) = -13.995 / -14.733
- HOMO-LUMO gap (alpha / beta) (eV) = 10.16 / 7.29



Entry 8:
This record from the OMol25 dataset describes a 2-piece molecular cluster, C9H14SSi overall. The level of theory is wB97M-V/def2-TZVPD.

Geometry as ORCA input:
```
! wB97M-V def2-TZVPD RIJCOSX def2/J DEFGRID3
* xyz 0 1
C -2.0714 -1.8188 -0.0043
C -0.8783 -2.0087 0.4890
C -2.5496 -0.8497 -1.0452
C 0.3391 -1.0953 0.2621
C -2.4262 0.4711 -0.9439
C 0.2748 0.0364 -0.2662
C -1.6399 1.1074 0.1063
C -0.1709 1.3199 -0.3712
C 0.5457 2.3399 0.4117
Si 3.7805 -0.9375 0.2245
S 3.0395 0.3960 -1.1688
H -2.8379 -2.4117 0.3663
H -0.6747 -2.7260 1.3009
H -2.9927 -1.4360 -1.8402
H 1.2257 -1.6049 0.4790
H -2.8337 1.0433 -1.8529
H -2.0498 2.1001 0.3983
H -1.7517 0.5110 1.0527
H -0.3777 1.7956 -1.3390
H -0.1211 3.1488 0.4468
H 1.5445 2.5680 -0.0772
H 0.7028 1.7660 1.3662
H 3.0600 -2.2303 0.1979
H 5.3409 -0.7878 0.1921
H 3.5220 -0.6968 1.6153
*
```

- LUMO energy (alpha / beta) (eV) = -1.2 / -1.2
- HOMO energy (alpha / beta) (eV) = -7.981 / -7.982
- HOMO-LUMO gap (alpha / beta) (eV) = 6.74 / 6.75



Number 1: largest force on an atom 0.0528 hartree/bohr. Number 2: largest force on an atom 0.0852 hartree/bohr. Number 3: largest force on an atom 0.0344 hartree/bohr. Number 4: largest force on an atom 0.0596 hartree/bohr. Number 5: largest force on an atom 0.1196 hartree/bohr. Number 6: largest force on an atom 0.0462 hartree/bohr. Number 7: largest force on an atom 0.0228 hartree/bohr. Number 8: largest force on an atom 0.0894 hartree/bohr.